No. 1
Entry from the OMol25 dataset: a structure of composition C25H41N3P2W (ωB97M-V with the def2-TZVPD basis set).

Structure (XYZ):
```
72
Properties=species:S:1:pos:R:3:forces:R:3:mulliken_spin:R:1
W 0.2455 -0.1354 -0.5280 0.9 2.1 -1.2 1.24
C -1.4697 -0.6836 0.9399 -0.3 -0.5 0.3 0.06
C -1.1045 -1.7925 0.1134 -0.4 -0.6 0.0 -0.09
C 0.7466 -1.1814 1.3734 -0.7 -0.5 1.1 -0.05
C -0.3363 -0.3044 1.7112 0.2 -0.9 0.8 -0.03
C 0.2796 -2.1017 0.3722 -0.2 -0.3 0.2 0.08
C -2.8587 -0.1789 1.1856 -0.3 0.4 -0.1 -0.01
H -3.5151 -0.3361 0.3208 0.1 0.0 0.2 0.00
H -2.8638 0.8951 1.4279 0.0 -0.4 -0.1 0.00
H -3.3173 -0.7033 2.0430 0.3 0.1 -0.3 0.00
C -0.3533 0.6777 2.8371 0.1 0.5 -0.1 -0.01
H -1.0395 1.5055 2.6355 0.1 -0.1 0.1 0.00
H 0.6357 1.1057 3.0287 -0.2 -0.1 0.0 0.00
H -0.6829 0.1964 3.7699 0.1 0.0 -0.3 0.00
C 2.0554 -1.2712 2.0830 0.5 0.4 -0.1 -0.01
H 2.0593 -2.0911 2.8156 -0.2 0.2 -0.2 0.00
H 2.2779 -0.3465 2.6283 0.0 -0.2 -0.1 0.00
H 2.8743 -1.4521 1.3802 0.0 0.0 0.1 0.00
C 1.0722 -3.2245 -0.2022 0.3 -0.4 -0.1 -0.05
H 1.0837 -4.0806 0.4878 0.0 0.2 -0.2 0.00
H 2.1139 -2.9232 -0.3747 -0.2 -0.1 0.1 0.00
H 0.6548 -3.5551 -1.1590 0.1 0.0 0.2 0.00
C -2.0457 -2.6382 -0.6780 -0.2 -0.3 0.0 0.02
H -2.3370 -3.5111 -0.0757 0.0 0.2 -0.2 0.00
H -1.5869 -3.0054 -1.6011 -0.1 0.0 0.2 0.00
H -2.9581 -2.0939 -0.9400 0.2 -0.2 0.1 0.00
C -0.6521 1.9397 -1.5335 -1.2 -0.6 0.3 -0.02
C -1.8358 1.2055 -1.6629 1.9 0.5 0.7 0.07
C -2.2116 0.2603 -2.7433 -0.1 -0.6 -1.1 -0.06
C -1.0465 -0.4429 -3.5057 -1.3 0.1 -0.3 0.01
C 0.1409 -0.9217 -2.7530 0.6 0.6 1.4 -0.01
C 1.3523 -0.1940 -2.5810 -0.5 -0.6 1.3 -0.10
C 1.5957 1.2828 -2.7377 0.5 0.8 -0.5 0.07
C 0.3739 2.2274 -2.6057 0.6 0.4 -0.3 0.05
H -2.8515 0.8005 -3.4737 0.2 -0.2 0.2 0.00
H -0.6740 0.2719 -4.2826 -0.1 -0.2 0.2 0.10
H -2.8610 -0.5380 -2.3451 0.2 0.5 0.0 -0.01
H -0.1711 2.3117 -3.5747 0.2 0.0 0.6 0.03
H -0.5730 2.5759 -0.6351 -0.3 -0.2 -0.6 0.00
H -2.6065 1.4268 -0.9235 0.2 -0.3 0.0 0.02
H 0.7740 3.2426 -2.3911 -0.3 -0.6 -0.3 0.01
H 2.3379 1.6174 -1.9911 -0.4 -0.3 -0.4 0.00
H 2.2582 -0.8141 -2.5732 -0.3 0.4 0.2 -0.02
H 2.1229 1.4729 -3.6979 -0.4 0.0 0.3 -0.02
H -1.4756 -1.3027 -4.0602 0.1 0.5 0.2 0.00
H 0.2970 -2.0008 -2.8097 0.0 0.2 0.1 0.01
P -0.4740 1.7608 -5.6107 0.7 0.4 -3.2 0.49
C -0.5869 3.5048 -6.0968 -0.4 0.3 0.9 0.05
C -1.6263 0.9781 -6.7936 -0.5 -0.1 0.5 0.04
P 1.7182 -0.3565 -5.4302 1.0 -0.1 -2.7 0.01
C 1.1798 1.2779 -6.2062 -0.1 0.1 0.8 0.05
C 1.0904 -1.3995 -6.8406 -0.1 -0.1 0.1 0.00
C 3.3880 -0.2035 -6.2354 0.1 -0.1 0.4 0.00
H 0.2780 4.0660 -5.7296 -0.2 -0.1 0.0 0.00
H -1.5105 3.9096 -5.6681 0.2 0.2 -0.2 0.00
H -0.6348 3.5443 -7.1886 0.0 0.0 0.1 0.02
H -1.4737 1.4615 -7.7711 0.0 -0.2 0.3 0.02
H -2.6459 1.1980 -6.4412 0.2 -0.2 -0.3 0.00
H -1.4945 -0.1085 -6.8785 0.0 0.4 0.1 0.00
H 3.2382 0.1013 -7.2801 0.2 -0.1 0.2 0.00
H 3.8826 -1.1837 -6.2114 0.0 0.4 0.0 0.00
H 3.9987 0.5456 -5.7200 0.0 -0.2 -0.1 0.00
H 1.9129 2.0735 -5.9677 -0.4 -0.4 0.1 0.00
H 1.1553 1.1700 -7.3117 -0.2 0.1 0.6 0.01
H 1.7481 -2.2808 -6.9054 -0.5 0.2 0.0 0.00
H 1.1873 -0.8285 -7.7800 -0.1 -0.4 0.3 0.00
H 0.0480 -1.7053 -6.6946 0.3 -0.2 -0.1 0.00
N 1.6043 1.1712 0.0980 -0.4 -0.5 -0.2 0.00
C 2.3114 1.8511 0.7758 1.8 1.8 0.5 0.04
N 3.1341 2.6921 1.2083 -1.3 -1.2 -1.0 0.00
C 3.5153 2.9619 2.4446 1.0 0.7 2.7 0.01
N 3.9160 3.2761 3.5026 -0.9 -0.7 -2.3 -0.01
```
Forces are in eV/Å.

Summary:
strongest force on any atom: 3.3 eV Å⁻¹
energy above the lowest of the compared OMol25 structures with the same formula, charge and spin: 0.00 kJ/mol
orbital gap (alpha / beta): 6.0 / 4.1 eV
charge: +2
2S+1: 3
HOMO (alpha / beta): -0.5024 / -0.4887 hartree

No. 2
Entry from the OMol25 dataset: a cluster of 3 separate species, C19H49N6O7P3S in total (ωB97M-V with the def2-TZVPD basis set).

Structure (XYZ):
```
85
Properties=species:S:1:pos:R:3:forces:R:3:lowdin_charge:R:1
C 7.1929 -3.2703 -2.0394 -0.6 0.2 -0.7 -0.12
C 7.0821 -1.9627 -3.0736 -1.3 -0.7 0.7 -0.35
C 5.9958 -2.4177 -4.2328 0.2 -0.6 0.6 -0.12
C 6.3712 -0.7654 -2.2018 0.1 0.8 -0.7 -0.16
C 7.2518 0.6123 -2.0789 -1.7 -0.6 1.5 -0.24
O 7.7942 1.2579 -3.2877 0.2 3.5 2.0 -0.02
C 7.9979 2.6766 -2.8424 2.5 4.0 -1.4 -0.22
O 8.7318 3.6476 -3.4031 -5.2 -7.3 3.8 0.03
O 7.2072 2.9181 -1.5906 0.8 -1.4 -3.4 -0.06
C 6.1969 1.8103 -1.6465 2.7 -0.2 -1.6 -0.28
P 5.0649 1.5705 -0.1272 -2.1 -0.1 2.3 0.46
O 4.3185 3.1259 0.2956 3.5 -2.3 0.5 -0.28
O 5.9922 0.9075 1.2286 -1.7 2.0 -1.5 -0.29
S 3.5657 0.3413 -0.4220 1.1 1.0 -0.3 0.29
H 6.1586 -3.2689 -1.4436 2.5 -0.1 -1.1 0.09
H 7.2209 -4.2856 -2.6499 0.2 2.2 1.3 0.08
H 8.1259 -3.1966 -1.3285 -2.0 -0.1 -1.3 0.08
H 8.1204 -1.6236 -3.4971 -2.1 -0.7 0.7 0.14
H 6.3466 -3.4415 -4.7097 -0.7 2.2 0.8 0.08
H 5.8187 -1.6181 -5.0688 0.4 -1.5 1.7 0.08
H 4.9752 -2.6431 -3.6579 2.1 0.6 -1.4 0.10
H 5.3229 -0.4571 -2.6795 2.3 -0.8 0.9 0.11
H 6.1068 -1.0943 -1.0876 0.8 0.8 -2.4 0.11
H 8.1775 0.4963 -1.3726 -2.0 0.2 -0.9 0.18
H 5.6482 2.0037 -2.6885 0.1 -0.6 2.8 0.18
H 4.8630 3.5640 1.0215 -0.9 -0.6 -1.3 0.09
H 5.3642 0.7344 2.0040 0.8 0.4 -1.8 0.09
C -1.4522 0.7010 1.9963 -0.5 0.4 -0.1 -0.13
N -0.4914 1.3101 2.8908 -0.7 -2.0 1.1 -0.35
C -0.1289 0.4549 4.0132 0.5 0.2 0.0 -0.14
P 0.1618 2.8751 2.8493 -1.5 -4.5 -7.5 0.75
O 1.5884 2.3262 2.6027 0.6 2.7 3.7 -0.32
N 0.0245 3.5171 1.2488 0.4 0.8 -0.4 -0.31
C -1.0147 3.1890 0.2839 -0.7 0.6 0.1 -0.14
C 1.2700 3.7636 0.5096 0.2 0.0 0.4 -0.15
N -1.4783 3.5060 3.1329 1.6 2.1 2.7 -0.27
C -1.3917 4.9715 3.3502 -0.2 0.8 -0.4 -0.15
C -2.2480 2.9949 4.2793 -0.3 -0.6 0.2 -0.13
H -2.3233 1.3395 1.8287 0.0 0.0 -0.2 0.06
H -1.8699 -0.2318 2.3944 0.3 0.2 0.2 0.08
H -0.9983 0.4523 1.0372 -0.1 0.0 -0.2 0.07
H -0.6799 0.7484 4.9100 -0.1 -0.2 0.4 0.06
H 0.9379 0.5264 4.2401 0.0 0.1 0.0 0.06
H -0.3359 -0.6074 3.8298 0.0 0.3 -0.2 0.08
H -0.8244 2.2337 -0.2114 0.0 -0.1 0.0 0.08
H -1.0688 3.9553 -0.5004 0.2 0.0 0.1 0.08
H -2.0151 3.1753 0.7206 0.2 -0.2 0.1 0.07
H 1.6928 2.8282 0.1249 0.1 0.1 0.1 0.05
H 2.0139 4.2557 1.1453 -0.1 -0.3 -0.1 0.06
H 1.1113 4.4371 -0.3402 -0.4 -0.1 0.1 0.08
H -0.8181 5.1934 4.2579 -0.3 0.1 0.1 0.08
H -2.3869 5.4206 3.4435 0.1 -0.2 0.1 0.08
H -0.9007 5.4823 2.5169 0.0 -0.4 0.0 0.07
H -1.6775 3.0733 5.2131 -0.2 0.0 0.0 0.09
H -2.5596 1.9586 4.1472 0.4 0.0 -0.2 0.07
H -3.1860 3.5509 4.3972 0.3 0.2 -0.1 0.09
C -6.2259 -3.2752 1.1319 -0.1 -0.3 -0.5 -0.13
N -5.9112 -1.9819 0.5637 -2.0 0.2 1.4 -0.36
C -6.7145 -0.9001 1.1180 0.3 0.4 0.0 -0.14
P -4.8353 -1.6013 -0.6911 2.0 -6.2 5.9 0.76
O -3.9416 -0.7695 0.2611 -1.0 2.9 -3.4 -0.31
N -3.6627 -2.8631 -0.8505 0.9 -0.1 -0.5 -0.32
C -3.8749 -4.2695 -0.5409 -0.3 -0.4 -0.8 -0.15
C -2.2665 -2.5333 -0.5335 -0.1 0.5 -0.1 -0.14
N -5.8626 -2.5575 -1.7859 0.2 3.0 -2.2 -0.27
C -5.3677 -2.3828 -3.1741 0.4 -0.4 -0.7 -0.15
C -7.3023 -2.2564 -1.8532 -0.5 0.0 0.4 -0.13
H -6.4513 -4.0198 0.3643 0.2 -0.1 0.0 0.06
H -7.1224 -3.2539 1.7634 0.2 0.4 -0.1 0.08
H -5.4134 -3.6401 1.7600 0.1 -0.2 0.0 0.07
H -7.5348 -0.6487 0.4413 -0.3 0.2 0.0 0.06
H -6.1175 0.0032 1.2669 0.1 0.0 -0.1 0.07
H -7.1532 -1.1457 2.0938 0.2 -0.1 -0.3 0.08
H -3.8090 -4.4652 0.5322 0.0 0.0 0.1 0.07
H -3.1144 -4.8914 -1.0308 0.1 0.2 0.1 0.08
H -4.8247 -4.6522 -0.9192 0.0 0.3 0.2 0.07
H -2.1075 -2.4885 0.5502 0.1 0.1 0.0 0.08
H -1.9789 -1.5735 -0.9756 -0.1 -0.2 0.3 0.07
H -1.5708 -3.2725 -0.9466 -0.4 -0.2 0.0 0.08
H -5.4719 -1.3387 -3.4920 -0.2 -0.2 -0.2 0.08
H -5.9153 -3.0214 -3.8763 -0.1 0.1 0.2 0.08
H -4.3124 -2.6532 -3.2713 -0.2 0.0 0.3 0.07
H -7.4813 -1.1916 -2.0476 -0.2 -0.2 -0.1 0.09
H -7.8332 -2.5387 -0.9439 0.3 0.1 0.1 0.07
H -7.7854 -2.8405 -2.6459 0.4 0.1 -0.1 0.09
```
Forces are in eV/Å.

Summary:
SMILES string: CC(C)C[C@H]1OC(=O)O[C@@H]1P(O)(O)=S.CN(C)P(=O)(N(C)C)N(C)C.CN(C)P(=O)(N(C)C)N(C)C
strongest force on any atom: 9.7 eV Å⁻¹
orbital gap: 6.4 eV
HOMO: -0.2737 hartree

No. 3
Entry from the OMol25 dataset: the ion C8H20N3 with charge +1 (ωB97M-V with the def2-TZVPD basis set).

Structure (XYZ):
```
31
Properties=species:S:1:pos:R:3:forces:R:3:lowdin_charge:R:1
C -1.6688 0.1227 -1.8196 -2.3 1.0 1.5 -0.15
C -2.0187 1.0688 -0.6240 2.0 1.0 -1.8 -0.26
C -0.2256 0.1008 -2.1840 -0.4 -0.6 0.2 -0.14
C -0.0089 -1.4014 1.6763 -1.5 -1.9 0.0 -0.09
C 1.3649 0.5281 2.5253 -1.6 -1.3 -2.6 -0.01
C 0.5088 -1.9308 -1.0562 2.2 -0.9 -0.9 -0.04
C 1.1394 1.6045 -0.2270 2.5 0.0 3.4 0.02
C 1.0258 -0.4168 1.3105 2.0 0.6 -0.6 -0.35
N -1.4747 0.6420 0.5997 0.7 -2.0 -1.1 0.16
N 0.5943 -0.4846 -1.1050 -0.1 0.6 1.3 -0.09
N 0.5855 0.2644 0.0802 -0.8 0.9 -1.2 -0.09
H -2.1802 -0.7987 -1.5720 0.7 -0.8 0.0 0.12
H -2.3432 0.5197 -2.5648 0.4 0.2 -1.0 0.12
H -1.7490 2.1228 -0.9326 -0.1 -0.7 0.4 0.14
H -3.0634 1.0954 -0.4796 -1.6 -0.1 0.1 0.12
H -0.0700 -0.5350 -3.0370 0.2 -0.1 -0.4 0.13
H 0.0876 1.1004 -2.4305 0.3 0.1 -0.3 0.11
H -0.3905 -0.9330 2.5218 -1.0 -0.1 2.2 0.06
H -0.9596 -1.4656 1.1102 1.2 0.1 -0.4 0.09
H 0.3248 -2.4259 1.8717 0.2 0.4 0.2 0.11
H 1.4248 -0.1183 3.3314 -0.1 -1.2 1.8 0.07
H 0.6655 1.3000 2.7059 -1.0 0.7 0.2 0.08
H 2.2953 0.9195 2.3970 2.6 1.4 -0.4 0.05
H 1.0956 -2.4195 -0.2469 -0.2 0.6 -0.9 0.11
H -0.4293 -2.3614 -1.0582 -2.6 -0.3 0.8 0.06
H 0.7841 -2.3197 -2.0742 0.8 0.6 0.9 0.13
H 2.1135 1.3842 -0.6534 0.6 0.0 0.2 0.11
H 0.6599 1.9952 -1.0477 -1.6 1.6 -0.9 0.04
H 1.3512 2.2971 0.7348 -1.2 -1.7 -2.5 0.16
H 2.0254 -0.8500 1.0330 -0.9 0.0 0.1 0.17
H -1.4647 1.3951 1.2151 0.4 1.9 1.6 0.06
```
Forces are in eV/Å.

Summary:
strongest force on any atom: 4.3 eV Å⁻¹
energy above the lowest of the compared OMol25 structures with the same formula, charge and spin: 608.00 kJ/mol
orbital gap (alpha / beta): 8.8 / 8.2 eV
charge: +1
HOMO (alpha / beta): -0.4747 / -0.4832 hartree

No. 4
Entry from the OMol25 dataset: a structure of composition C39H36N4P2PdS3 (ωB97M-V with the def2-TZVPD basis set).

Structure (XYZ):
```
85
Properties=species:S:1:pos:R:3:forces:R:3:lowdin_charge:R:1
Pd 1.1728 1.0459 -0.5865 -0.3 -0.7 0.6 0.55
S 2.4359 -1.2037 -0.3660 0.1 0.2 -0.1 0.35
P 0.5010 -1.7113 -0.5161 -0.6 0.3 -0.3 0.41
C -0.2279 -0.3263 0.1639 -0.3 -0.2 -0.4 -0.67
P -1.6300 0.5257 -0.2790 0.4 -0.1 0.0 0.48
S -0.7807 2.3846 -0.3045 -0.2 0.1 0.0 0.41
C -2.4234 0.2049 -1.8831 -0.1 0.1 0.0 -0.34
C -2.0054 0.8816 -3.0256 0.0 0.0 0.0 -0.10
C -2.5701 0.5833 -4.2561 0.0 0.0 0.0 -0.08
C -3.5532 -0.3903 -4.3569 0.0 0.0 0.0 -0.08
C -3.9738 -1.0696 -3.2225 0.0 0.0 0.0 -0.08
C -3.4144 -0.7703 -1.9898 0.0 -0.1 0.0 -0.10
C -2.9738 0.3100 0.9089 0.1 0.2 0.1 -0.34
C -2.7041 -0.3836 2.0847 0.0 0.0 0.0 -0.10
C -3.7006 -0.5373 3.0399 0.0 0.0 0.0 -0.08
C -4.9531 0.0200 2.8310 0.0 0.0 0.0 -0.08
C -5.2182 0.7324 1.6662 0.0 0.0 0.0 -0.08
C -4.2312 0.8774 0.7059 0.0 0.0 0.0 -0.09
C 0.1598 -2.0698 -2.2840 0.1 -0.1 0.0 -0.32
C 0.6234 -1.1703 -3.2461 0.0 0.0 0.0 -0.12
C 0.4037 -1.4019 -4.5922 0.0 0.0 0.0 -0.08
C -0.2804 -2.5386 -5.0047 0.0 0.0 0.0 -0.09
C -0.7380 -3.4414 -4.0603 0.0 0.0 0.0 -0.08
C -0.5158 -3.2110 -2.7072 0.0 0.0 0.0 -0.08
C -0.1009 -3.1968 0.3267 0.4 0.0 0.2 -0.34
C 0.7851 -4.0899 0.9137 0.0 0.0 0.0 -0.08
C 0.3034 -5.1864 1.6180 0.0 0.0 0.0 -0.08
C -1.0635 -5.3835 1.7430 0.0 0.0 0.0 -0.08
C -1.9531 -4.4844 1.1659 0.0 0.0 0.0 -0.07
C -1.4731 -3.3919 0.4627 0.0 0.0 0.0 -0.10
H -1.2346 1.6383 -2.9455 0.0 0.0 0.0 0.08
H -2.2368 1.1121 -5.1400 0.0 0.0 0.0 0.11
H -3.9928 -0.6194 -5.3193 0.0 0.0 0.0 0.10
H -4.7404 -1.8305 -3.2948 0.0 0.0 0.0 0.10
H -3.7597 -1.2965 -1.1075 0.0 0.0 0.0 0.10
H -1.7109 -0.7900 2.2368 0.0 0.0 0.0 0.09
H -3.4908 -1.0834 3.9508 0.0 0.0 0.0 0.11
H -5.7274 -0.0946 3.5791 0.0 0.0 0.0 0.10
H -6.1947 1.1715 1.5081 0.0 0.0 0.0 0.10
H -4.4387 1.4242 -0.2068 0.0 0.0 0.0 0.11
H 1.1673 -0.2835 -2.9404 0.0 0.0 0.0 0.07
H 0.7697 -0.6909 -5.3224 0.0 0.0 0.0 0.11
H -0.4494 -2.7201 -6.0588 0.0 0.0 0.0 0.10
H -1.2657 -4.3349 -4.3697 0.0 0.0 0.0 0.10
H -0.8700 -3.9377 -1.9889 0.0 0.0 0.0 0.09
H 1.8516 -3.9173 0.8235 0.0 0.0 0.0 0.09
H 0.9960 -5.8815 2.0750 0.0 0.0 0.0 0.10
H -1.4394 -6.2344 2.2964 0.0 0.0 0.0 0.10
H -3.0206 -4.6317 1.2700 0.0 0.0 0.0 0.10
H -2.1679 -2.6857 0.0208 0.0 0.0 0.0 0.09
N 3.2238 0.4007 3.8151 0.0 0.0 0.0 0.17
C 1.9525 0.6161 4.3039 0.0 0.0 0.0 -0.19
C 1.3639 0.3786 5.5414 0.0 0.0 0.0 -0.03
C 0.0323 0.7256 5.6691 0.0 0.0 0.0 -0.10
C -0.6859 1.2900 4.6021 0.0 0.0 0.0 -0.10
C -0.0931 1.5225 3.3768 0.0 0.0 0.0 -0.02
C 1.2492 1.1780 3.2312 0.0 0.0 -0.1 -0.21
N 2.0742 1.2884 2.1244 0.2 0.2 0.0 0.17
C 3.2269 0.8221 2.5071 -0.1 0.0 0.1 -0.29
C 4.4228 0.7141 1.6731 0.0 0.0 0.0 -0.35
C 5.6093 0.1626 2.0576 0.0 0.0 0.0 -0.36
S 6.7242 0.2103 0.7684 0.0 0.0 0.0 1.02
C 5.5280 0.9739 -0.2004 0.0 -0.1 0.0 -0.47
N 4.3918 1.1729 0.3802 0.1 0.2 0.1 0.01
H 3.9910 -0.0129 4.3117 0.0 0.0 0.0 0.15
H 1.9146 -0.0565 6.3655 0.0 0.0 0.0 0.10
H -0.4688 0.5594 6.6141 0.0 0.0 0.0 0.10
H -1.7291 1.5425 4.7451 0.0 0.0 0.0 0.10
H -0.6364 1.9516 2.5450 0.0 0.0 0.0 0.07
H 5.8777 -0.2726 3.0059 0.0 0.0 0.0 0.07
H 5.7280 1.2344 -1.2304 0.0 0.0 0.0 0.08
C 3.5843 3.7942 -2.0080 0.1 0.2 0.1 -0.04
C 2.1322 3.7403 -1.4420 0.2 0.0 -0.2 -0.76
C 2.1600 4.1828 0.0206 0.0 -0.1 0.1 -0.08
C 1.2452 4.6433 -2.3097 0.0 0.0 0.1 -0.06
N 1.8786 2.3733 -1.7024 0.1 0.2 -0.1 -0.02
H 3.9251 4.8265 -1.9091 0.0 0.0 0.0 0.09
H 3.6063 3.5015 -3.0558 0.0 0.0 0.0 0.08
H 4.2409 3.1515 -1.4249 0.0 0.0 0.0 0.05
H 2.4477 5.2342 0.0970 0.0 0.0 0.0 0.08
H 2.8694 3.5720 0.5798 0.0 0.0 0.0 0.06
H 1.1846 4.0618 0.4900 0.0 0.0 0.0 0.03
H 1.5849 5.6789 -2.2357 0.0 0.0 0.0 0.08
H 0.2097 4.5930 -1.9722 0.0 0.0 0.0 0.05
H 1.2888 4.3237 -3.3508 0.0 0.0 0.0 0.08
```
Forces are in eV/Å.

Summary:
strongest force on any atom: 1.0 eV Å⁻¹
energy above the lowest of the compared OMol25 structures with the same formula, charge and spin: 218.86 kJ/mol
orbital gap (alpha / beta): 6.5 / 7.0 eV
HOMO (alpha / beta): -0.2630 / -0.2646 hartree

- Which of these has the lowest strongest force on any atom?
  C39H36N4P2PdS3

- Look up the strongest force on any atom of the first one.
  3.3 eV Å⁻¹

- The highest strongest force on any atom belongs to which entry?
  C19H49N6O7P3S